Record 1
Here is a structure of composition C29H27AsBF6N6S2W from OMol25. Energies are from the ωB97M-V functional and the def2-TZVPD basis.

Last column: Mulliken spin population.
Positions of all 73 atoms, in Å:
H  -4.60926  2.43382  0.00353  0.001
N  1.25810  1.26081  -1.27492  -0.010
C  2.42184  1.86298  -3.07914  -0.001
F  -0.39411  -3.46082  -2.28369  0.000
B  0.07192  3.44536  -0.65327  0.002
H  1.83855  1.20523  2.95332  -0.003
C  -0.66435  -2.85190  0.61193  -0.003
C  -1.31170  -4.06552  0.66777  -0.002
C  -2.70258  1.49254  0.24632  -0.009
H  -2.86389  2.56499  3.90959  0.000
H  3.09567  1.83282  -3.91613  0.000
H  -2.76341  -6.26477  0.70065  0.000
H  4.50036  -2.38454  1.31595  0.000
N  -1.69998  1.16641  1.09060  0.018
F  0.90310  -2.02901  -3.77200  0.000
C  1.52023  -1.74597  2.78991  0.013
N  0.83324  1.93840  1.26142  0.040
C  -3.41922  -5.43565  0.44338  0.000
C  1.59701  -2.64238  3.85415  0.001
C  -2.58804  -1.76994  0.03275  0.008
H  0.28717  4.59510  -0.93147  0.000
C  -3.91312  2.57105  2.01668  0.011
C  -1.03409  0.18873  -2.77959  0.054
C  -3.45416  1.35240  -2.12824  -0.011
H  2.78409  -4.12497  4.83764  0.000
H  2.54084  -0.15890  -2.15470  0.004
C  -2.49511  1.10598  -1.14626  0.000
C  -2.86305  2.26840  2.87113  -0.006
S  0.11098  -0.72311  2.57931  -0.012
C  3.77408  -3.33436  3.10126  0.000
H  -4.22709  -5.39171  1.17533  0.000
C  3.69712  -2.45135  2.03857  0.000
C  -3.30640  -2.94342  0.09140  0.001
W  0.13249  0.09983  0.22068  0.907
C  1.14901  4.07842  1.61060  0.000
H  4.64948  -3.95996  3.21572  0.000
F  0.68860  -1.43855  -1.36912  -0.004
F  1.57278  -3.73805  -0.86451  0.000
C  2.14837  0.84077  -2.18484  -0.009
H  -3.94629  1.18995  -4.20582  0.001
C  2.56781  -1.64969  1.88048  0.014
H  2.25774  3.83639  3.51450  0.001
H  -4.36526  -2.91615  -0.13011  0.000
H  -4.77826  3.11619  2.37065  0.000
C  -1.78680  1.57633  2.37000  0.026
N  0.95856  2.54944  -1.56522  -0.005
H  1.56321  3.93573  -3.00182  0.000
H  -3.86808  -5.64058  -0.52944  0.000
C  1.65102  2.92576  -2.63898  0.001
H  -3.08850  -0.85965  -0.24071  0.000
C  -1.98204  0.43061  -3.76226  -0.014
N  0.61781  3.18449  0.77939  -0.030
H  -0.95174  1.34441  3.01000  0.007
N  -1.27474  -1.70123  0.28814  -0.003
H  0.77003  -2.71609  4.54954  0.000
H  -0.73306  -4.94836  0.90261  0.000
F  1.72905  -4.32192  -3.27208  0.000
F  2.82985  -2.27793  -2.32931  0.001
C  -3.20375  1.00480  -3.44092  0.018
H  -0.10035  -0.24807  -3.08524  0.009
H  -1.75704  0.16412  -4.78732  0.000
H  -1.08707  3.16393  -0.73555  0.001
H  0.39150  -2.80424  0.81687  -0.007
As  1.25074  -2.95913  -2.36620  -0.001
C  -2.67034  -4.13913  0.40554  0.000
C  1.73411  3.41315  2.67622  0.002
C  -1.26895  0.49646  -1.44023  -0.015
C  -3.82460  2.18326  0.69971  -0.001
C  2.72507  -3.42932  4.01078  0.000
S  2.47104  -0.49705  0.56322  0.010
H  1.09677  5.12646  1.36936  0.000
C  1.52760  2.07258  2.40074  -0.005
H  -4.39751  1.81907  -1.87815  0.001

Cartesian forces, eV/Å:
0.0 0.0 0.0
-0.1 0.0 0.0
0.0 0.0 0.0
0.0 0.0 0.0
0.0 0.0 0.0
0.0 0.0 0.0
0.0 0.0 0.0
0.0 0.0 0.0
0.0 0.0 0.0
0.0 0.0 0.0
0.0 0.0 0.0
0.0 0.0 0.0
0.0 0.0 0.0
0.0 0.0 0.0
0.0 0.0 0.0
0.0 0.0 0.0
0.0 0.0 0.0
0.0 0.0 0.0
0.0 0.0 0.0
0.0 0.0 0.0
0.0 0.0 0.0
0.0 0.0 0.0
0.0 0.0 0.0
0.0 0.0 0.0
0.0 0.0 0.0
0.0 0.0 0.0
0.0 0.0 0.0
0.0 0.0 0.0
0.0 0.0 0.0
0.0 0.0 0.0
0.0 0.0 0.0
0.0 0.0 0.0
0.0 0.0 0.0
0.2 0.2 0.0
0.0 0.0 0.0
0.0 0.0 0.0
-0.1 -0.1 -0.1
0.0 0.0 0.0
0.0 0.0 0.0
0.0 0.0 0.0
0.0 0.0 0.0
0.0 0.0 0.0
0.0 0.0 0.0
0.0 0.0 0.0
0.0 0.0 0.0
0.0 0.0 0.0
0.0 0.0 0.0
0.0 0.0 0.0
0.0 0.0 0.0
0.0 0.0 0.0
0.0 0.0 0.0
0.0 0.0 0.0
0.0 0.0 0.0
-0.1 -0.2 0.0
0.0 0.0 0.0
0.0 0.0 0.0
0.0 0.0 0.0
0.0 0.0 0.0
0.0 0.0 0.0
0.0 0.0 0.0
0.0 0.0 0.0
0.0 0.0 0.0
0.0 0.0 0.0
0.0 0.1 0.1
0.0 0.0 0.0
0.0 0.0 0.0
0.0 0.0 0.0
0.0 0.0 0.0
0.0 0.0 0.0
0.0 0.0 0.0
0.0 0.0 0.0
0.0 0.0 0.0
0.0 0.0 0.0

spin multiplicity: 2
calculated total energy: -5173.36650 hartree
frontier orbital gap (spin up / spin down): 6.7995 / 6.2543 eV
<S²>: 0.759
energy relative to the best compared isomer or geometry (same formula, charge and spin): 0.0 kJ/mol
net charge: 0

***

Record 2
Here is a structure of composition C29H27Br4NO2ReTe from OMol25. Energies are from the ωB97M-V functional and the def2-TZVPD basis.

Last column: Mulliken spin population.
Positions of all 65 atoms, in Å:
H  -3.53624  1.23196  0.50728  -0.001
C  -0.27002  2.47602  0.45789  0.061
H  -3.93532  -3.22906  -0.33060  0.004
C  2.08928  2.97090  0.32558  0.002
H  2.29568  -5.51964  -0.82740  0.000
H  1.07204  -0.88634  5.19816  0.004
H  -2.52626  0.40020  -1.38189  -0.003
C  -0.60610  3.80952  0.34150  -0.008
H  -7.21702  0.95538  -2.83143  0.000
H  -4.88735  0.58980  1.44214  0.000
C  0.32137  -1.71285  2.51345  0.018
C  0.50043  -0.66274  -2.09140  0.043
H  -6.68940  -1.24669  -3.83481  0.000
N  -0.58348  -0.32403  -1.36399  -0.008
C  1.15134  -0.19412  4.35748  -0.010
O  1.22137  0.71929  0.56567  0.185
H  -2.69476  0.46285  -3.83671  0.000
H  -0.60048  -1.84220  3.07386  -0.007
Br  -2.42625  4.26152  0.36168  0.003
Br  3.15195  5.57916  0.04551  0.004
C  -4.57499  -1.33379  -1.19103  0.000
H  -6.07210  1.67974  -0.77518  0.000
C  -4.87542  -0.09730  -0.62288  0.001
C  -5.82830  0.72390  -1.22184  0.000
C  0.48387  -0.64038  -3.46844  -0.006
H  -2.65222  -2.36282  -1.18760  -0.002
H  1.37523  -0.91860  -4.01225  0.000
H  3.26107  -3.61012  -2.22428  0.000
Te  -2.97814  -1.28243  1.26096  -0.053
H  -0.23707  -3.16725  0.99015  0.023
C  0.53070  -2.47523  1.32716  -0.052
C  -3.54052  -2.24290  -0.56631  0.023
H  1.26796  -5.17710  0.56653  0.000
C  1.76966  4.32654  0.20820  0.010
C  2.15322  -4.85090  0.02036  0.000
H  3.25797  -1.96216  -1.59060  0.001
C  -1.69728  0.09014  -1.99802  0.056
C  -1.77703  0.12977  -3.37294  -0.005
H  3.01712  -4.95140  0.67892  0.000
C  -6.47276  0.31595  -2.37713  0.001
C  1.78710  -2.50122  0.71426  0.037
H  1.38810  -0.93409  -1.53888  0.042
H  4.16963  -3.23207  -0.77468  0.000
H  -0.70919  -0.21661  -5.20535  0.000
C  -4.18606  0.36675  0.64009  0.010
Br  3.84670  2.31336  0.33269  0.004
C  -5.23184  -1.74207  -2.34942  -0.001
H  1.98636  0.47513  4.55083  0.000
H  3.42676  -0.43470  2.86914  0.000
C  0.42552  4.74430  0.21089  0.021
C  2.02430  -3.40127  -0.47604  0.005
H  1.12861  -3.34480  -1.10635  0.005
Br  -0.00715  6.55855  0.04620  0.006
O  -1.17424  1.47139  0.64399  0.084
C  2.81480  -1.74274  1.30650  -0.013
C  1.35405  -0.95849  3.08414  0.067
H  -5.01307  -2.71111  -2.78112  0.000
C  -6.17534  -0.91980  -2.94136  0.001
H  0.23502  0.39621  4.33554  0.004
C  2.60680  -1.00297  2.44868  0.017
H  3.79811  -1.74145  0.85696  -0.004
C  1.05593  2.05764  0.43594  0.040
C  -0.67349  -0.24561  -4.12466  0.017
C  3.24386  -3.01836  -1.31034  0.001
Re  -0.42326  -0.30176  0.70980  2.376

Cartesian forces, eV/Å:
0.0 0.0 0.0
0.1 -0.1 0.0
0.0 0.0 0.1
0.0 0.1 -0.1
0.0 0.0 0.0
0.0 0.0 0.0
0.0 0.0 0.0
0.0 0.1 0.0
0.0 0.0 0.0
0.0 -0.1 0.0
-0.2 -0.1 0.0
0.0 0.0 0.0
0.0 0.0 0.0
0.0 0.1 0.0
0.0 0.0 0.0
0.0 0.0 0.0
0.0 0.0 0.0
0.0 0.0 0.0
0.0 0.0 0.0
0.0 0.0 0.0
0.0 0.0 0.1
0.0 0.0 0.0
0.0 -0.1 0.0
0.0 0.0 0.0
0.0 0.0 0.0
0.0 0.0 0.0
0.0 0.0 0.0
0.0 0.0 0.0
-0.2 -0.1 0.0
0.0 0.0 0.0
0.0 0.0 0.0
0.0 0.0 0.0
0.0 0.0 0.0
0.0 0.0 0.0
0.0 0.0 0.0
0.0 0.0 0.0
0.0 0.0 0.0
0.0 0.0 0.0
0.0 0.0 0.0
0.0 0.0 0.0
-0.1 0.1 0.0
0.0 0.0 0.0
0.0 0.0 0.0
0.0 0.0 0.0
0.0 0.0 0.0
-0.1 0.0 0.0
0.0 0.0 0.0
0.0 0.0 0.0
0.0 0.0 0.0
0.0 0.0 0.0
0.0 0.0 0.0
0.0 0.0 0.0
0.0 -0.1 0.0
0.1 0.0 0.1
0.0 0.0 0.0
0.0 0.1 0.0
0.0 0.0 0.0
0.0 0.0 0.0
0.0 0.0 0.0
0.0 0.0 0.0
0.0 0.0 0.0
-0.1 0.0 0.0
0.0 0.0 0.0
0.0 0.0 0.0
0.5 0.0 -0.1

spin multiplicity: 4
calculated total energy: -11968.31012 hartree
frontier orbital gap (spin up / spin down): 5.7331 / 5.6523 eV
<S²>: 3.777
energy relative to the best compared isomer or geometry (same formula, charge and spin): 0.0 kJ/mol
net charge: +2

***

Record 3
Here is a structure of composition C29H27Cl2N6SV at a distorted geometry from OMol25. Energies are from the ωB97M-V functional and the def2-TZVPD basis.

Last column: Mulliken spin population.
Positions of all 66 atoms, in Å:
C  -1.09575  -5.57604  -0.72354  -0.004
C  -1.58407  -5.05160  -1.87362  0.007
N  0.76290  0.17819  1.81435  -0.041
C  -0.21310  2.12176  5.66710  0.002
C  -1.02820  -2.80110  -1.10446  -0.008
S  -2.02759  -0.64204  2.06016  -0.024
H  0.09564  -6.28777  1.66069  -0.001
Cl  0.48427  5.45786  0.37210  -0.001
C  -0.46838  -3.34994  0.05804  -0.005
C  -1.43606  -0.89131  -2.34004  0.027
H  1.60037  2.03591  -1.67087  0.017
N  0.09445  -2.44887  0.92735  -0.044
H  1.03446  -2.23355  2.75203  -0.001
C  -1.98275  -3.03717  -3.29516  -0.001
C  -0.27700  6.12909  -3.48052  -0.018
H  -0.68455  6.93626  -4.07432  -0.001
H  4.68813  0.37757  0.74984  0.004
N  1.61447  -0.53672  -0.39803  0.011
H  -2.36239  -3.63780  -4.11306  -0.001
H  -1.14853  -6.64403  -0.54548  0.000
C  2.92328  1.01763  2.75967  -0.006
H  -2.01155  -5.69973  -2.63022  0.000
H  2.37449  1.03429  3.69680  0.002
H  3.14663  2.05150  2.48043  0.006
C  -1.90027  -1.64672  -3.40263  -0.022
C  -0.49363  -4.74958  0.27768  0.007
N  0.15323  0.72570  2.90969  -0.001
C  0.62215  -4.29848  2.35344  0.000
H  -0.48319  7.17824  -1.61850  0.000
N  -1.00245  -1.42991  -1.19059  -0.061
V  -0.17285  -0.60468  0.39490  0.999
H  0.61411  1.61095  5.18407  0.000
H  -2.18402  2.80407  5.12179  -0.001
Cl  -0.89855  1.44629  -0.24739  0.003
H  -0.56316  1.51513  6.50362  0.000
C  0.34978  5.23426  -1.34374  -0.012
C  2.08990  0.34722  1.70713  0.069
C  0.13699  4.94139  -4.08500  0.007
C  -0.16497  6.26268  -2.09914  0.006
C  4.28858  -0.34666  -1.21858  0.016
H  1.44734  3.00420  -0.11269  -0.004
H  0.12762  3.09026  6.03980  0.000
H  -1.40090  0.18791  -2.39999  0.001
C  3.27864  -0.79869  -2.10214  0.043
H  -2.79135  0.95336  3.98910  -0.001
N  -1.79750  1.07530  4.06468  0.004
C  -1.32721  2.32606  4.64314  -0.002
C  0.07514  -5.22445  1.45599  -0.018
H  3.86730  0.48894  2.90318  0.002
H  0.05752  4.83648  -5.16043  0.001
C  1.98834  -0.87657  -1.64554  -0.001
C  0.61415  -2.95121  2.05878  0.001
H  1.20675  -1.22363  -2.30955  0.006
H  3.50970  -1.07857  -3.12021  0.004
H  0.95320  2.98940  -3.80666  0.000
C  -1.54989  -3.64415  -2.12097  -0.008
C  0.64075  3.91106  -3.33057  -0.015
H  -0.95620  2.98014  3.84680  0.001
C  -1.11914  0.46819  3.03093  0.023
H  1.06846  -4.63201  3.28044  -0.001
C  2.59194  -0.06278  0.46426  0.065
H  5.31768  -0.28754  -1.54989  0.002
C  0.77507  3.99989  -1.91481  0.003
C  1.29372  2.94557  -1.17626  -0.052
H  -2.21372  -1.14250  -4.30681  0.000
C  3.94488  0.01665  0.05198  0.017

Cartesian forces, eV/Å:
-0.2 -0.1 -0.3
0.1 -0.3 0.2
1.4 0.9 1.6
-0.2 0.0 -0.1
-0.2 0.0 -0.7
0.3 -0.2 0.1
0.0 0.0 0.0
0.0 0.1 0.4
0.3 -0.5 0.3
-0.1 0.1 0.0
0.0 -0.1 -0.1
-0.3 -2.2 -0.1
0.0 0.0 -0.1
0.0 0.4 0.0
-0.2 0.5 -0.3
0.0 0.1 0.0
0.0 0.0 0.0
1.7 0.3 0.1
0.0 0.0 0.0
0.0 0.0 0.0
-0.1 -0.1 -0.1
0.0 0.0 0.0
0.0 0.0 0.0
0.0 0.0 0.0
-0.1 -0.6 0.0
0.1 0.6 0.1
0.5 0.5 0.3
-0.2 -0.7 -0.4
0.0 0.0 0.1
-0.7 -1.4 -1.2
-2.1 2.1 -0.2
0.1 0.0 0.0
0.0 0.0 -0.1
-0.6 -0.3 -0.1
0.0 0.0 0.0
-0.3 0.4 -0.5
-0.6 0.2 0.9
0.1 -0.2 0.2
0.1 -0.2 0.0
-0.3 -0.2 -0.2
-0.1 0.0 0.1
0.0 0.0 0.0
0.0 0.1 0.1
0.2 0.2 0.3
0.0 0.0 0.0
0.3 0.0 -0.3
0.3 0.0 0.1
0.2 0.4 0.4
0.0 0.0 0.0
0.0 0.0 -0.1
0.2 -0.1 -0.3
0.0 0.3 0.1
0.0 0.0 0.1
0.0 0.0 0.0
0.1 0.0 0.0
0.2 0.6 0.3
-0.3 0.2 -0.6
-0.1 0.0 0.0
-0.3 -0.3 0.2
0.0 0.0 0.0
-0.1 -0.4 -0.9
0.0 0.0 0.0
0.8 -1.0 0.9
0.6 0.7 -0.3
0.0 0.0 0.0
-0.3 -0.1 0.1

spin multiplicity: 2
calculated total energy: -3712.47627 hartree
frontier orbital gap (spin up / spin down): 2.5671 / 2.6707 eV
<S²>: 0.959
net charge: -1